Record 1
Below is C42H50BrCsN8O12P2 as an isolated structure in a non-equilibrium geometry, with properties calculated with ωB97M-V with the def2-TZVPD basis set.

Summary:
HOMO-LUMO gap (spin up / spin down) = 5.460 / 5.458 eV
Strongest force on any atom = 0.0836 Eh/bohr
LUMO level (spin up / spin down) = 3.5 / 3.5 eV
Total charge = -2
HOMO (spin up / spin down) = -1.9 / -1.9 eV

Cartesian coordinates (Å):
Cs 0.10 -2.13 0.90
N -0.04 5.19 0.59
C -0.47 3.84 0.58
N 0.29 2.99 1.38
C 0.84 3.51 2.44
N 1.76 2.86 3.16
N 2.04 1.69 2.75
C 3.09 1.02 3.18
C 3.15 -0.45 3.44
C 4.17 -0.83 4.36
C 4.27 -2.11 4.81
C 3.28 -3.03 4.41
C 2.28 -2.60 3.50
N 2.31 -1.38 2.92
C 0.69 4.88 2.87
C 1.01 5.35 4.13
C 0.75 6.70 4.47
C 0.17 7.55 3.49
C 0.03 7.14 2.17
C 0.25 5.77 1.86
H -0.32 5.81 -0.19
H -1.51 3.70 0.90
H 4.04 1.50 3.49
H 4.84 -0.02 4.68
H 5.13 -2.38 5.41
H 3.22 -4.07 4.74
H 1.44 -3.26 3.29
H 1.48 4.62 4.79
H 0.95 7.06 5.46
H -0.11 8.58 3.72
H -0.27 7.81 1.35
O 3.98 -1.60 0.26
C 3.34 -2.54 -0.59
C 3.63 -3.96 -0.19
C 4.79 -4.53 -0.71
C 5.14 -5.79 -0.31
C 4.34 -6.44 0.62
C 3.22 -5.79 1.12
N 2.88 -4.54 0.73
H 3.61 -1.71 1.14
H 3.77 -2.39 -1.60
H 2.26 -2.37 -0.80
H 5.45 -3.95 -1.38
H 6.03 -6.28 -0.71
H 4.55 -7.44 0.96
H 2.61 -6.19 1.95
C -2.94 -1.66 -4.45
C -2.04 -1.94 -3.23
O -2.00 -3.26 -2.76
P -0.32 -1.20 -3.36
O 0.10 -1.43 -4.89
O -0.51 0.36 -3.41
O 0.70 -1.71 -2.38
P -2.94 -0.93 -1.72
O -2.08 0.48 -1.33
O -4.30 -0.46 -2.10
O -2.66 -1.93 -0.61
H -2.50 -1.96 -5.39
H -3.11 -0.56 -4.44
H -3.90 -2.22 -4.39
H -2.10 -3.18 -1.78
H 0.44 -2.34 -5.10
H -1.01 0.68 -2.59
H -2.36 0.73 -0.38
N -3.01 -1.16 2.16
C -3.08 0.21 2.12
N -3.36 0.86 3.27
O -2.93 0.87 1.05
H -3.44 -1.75 2.88
H -3.07 -1.61 1.25
H -3.56 0.43 4.14
H -3.13 1.84 3.38
Br -3.85 -7.43 3.62
C -2.93 -6.98 2.03
C -3.72 -6.93 0.89
C -3.14 -6.95 -0.33
C -1.73 -6.93 -0.45
C -0.94 -6.70 0.69
C -1.57 -6.61 1.94
C -0.87 -6.01 3.12
O -1.03 -6.50 4.24
O -0.14 -4.95 2.90
H -4.81 -7.06 0.92
H -3.78 -6.92 -1.20
H -1.33 -7.04 -1.45
H 0.13 -6.58 0.67
C 2.09 2.49 -1.20
C 2.01 3.28 -2.51
C 2.27 2.36 -3.74
C 0.66 3.98 -2.75
C 0.67 4.71 -3.92
C -0.49 5.19 -4.48
C -1.67 4.90 -3.86
C -1.73 4.30 -2.59
C -3.19 4.06 -2.21
C -3.49 3.89 -0.72
C -3.85 2.92 -3.11
C -0.54 3.85 -1.96
O -0.51 3.18 -0.75
H 3.10 1.99 -1.18
H 1.29 1.73 -1.22
H 1.92 3.10 -0.31
H 2.73 4.09 -2.47
H 1.51 1.57 -3.84
H 3.25 1.88 -3.67
H 2.28 2.88 -4.73
H 1.63 4.89 -4.45
H -0.46 5.78 -5.42
H -2.62 5.11 -4.37
H -3.61 5.03 -2.53
H -3.34 2.83 -0.42
H -4.59 4.00 -0.60
H -2.96 4.57 -0.05
H -4.14 2.08 -2.50
H -3.11 2.59 -3.86
H -4.73 3.35 -3.63



Record 2
Below is C42H50Cl3CrN7O3S as an isolated structure in a non-equilibrium geometry, with properties calculated with ωB97M-V with the def2-TZVPD basis set.

Summary:
HOMO-LUMO gap (spin up / spin down) = 3.264 / 5.844 eV
Strongest force on any atom = 0.0784 Eh/bohr
<S²> = 6.105
LUMO level (spin up / spin down) = 3.1 / 3.4 eV
Total charge = -2
HOMO (spin up / spin down) = -0.2 / -2.5 eV
Multiplicity = 5
Energy above the lowest of the compared OMol25 structures with the same formula, charge and spin = 1.1487 eV

Cartesian coordinates (Å):
Cr 0.39 1.70 -0.69
Cl 5.51 2.69 4.36
C 4.68 2.52 2.90
C 3.33 2.11 2.94
C 2.67 1.84 1.74
Cl 0.98 1.46 1.94
C 3.19 2.25 0.49
O 2.53 2.02 -0.61
C 4.53 2.89 0.52
Cl 5.13 3.61 -0.92
C 5.24 2.92 1.69
H 2.85 1.75 3.86
H 6.33 3.23 1.68
N -4.78 -9.53 5.09
C -4.66 -8.12 5.08
S -5.68 -7.31 4.01
C -3.83 -7.62 6.20
C -2.88 -8.47 6.73
C -2.23 -7.91 7.90
N -2.35 -6.67 8.33
C -3.18 -5.84 7.72
C -4.01 -6.30 6.70
H -5.54 -9.85 4.48
H -3.91 -10.01 4.84
H -2.48 -9.33 6.24
H -1.59 -8.53 8.56
H -3.19 -4.82 8.10
H -4.90 -5.66 6.32
C 2.23 -4.42 1.23
C 2.44 -3.19 0.35
C 3.70 -2.94 -0.24
C 3.94 -1.77 -1.01
C 5.28 -1.81 -1.73
C 2.88 -0.91 -1.21
C 1.52 -1.25 -0.86
C 1.37 -2.31 0.08
N 0.51 -0.45 -1.38
C -0.07 -0.83 -2.72
C -1.47 -0.20 -2.95
C -0.40 -2.38 -2.67
C 0.97 -0.68 -3.85
H 1.96 -4.25 2.29
H 3.07 -5.11 1.20
H 1.44 -4.96 0.74
H 4.44 -3.70 -0.16
H 5.99 -1.02 -1.42
H 5.15 -1.66 -2.76
H 5.69 -2.83 -1.61
H 3.05 0.11 -1.72
H 0.44 -2.36 0.68
H -2.28 -0.63 -2.29
H -1.83 -0.36 -3.97
H -1.52 0.87 -2.66
H -0.77 -2.65 -1.73
H 0.52 -3.05 -2.77
H -1.07 -2.62 -3.52
H 1.33 0.39 -3.84
H 0.56 -0.82 -4.83
H 1.84 -1.32 -3.68
C -4.25 4.85 0.51
C -3.23 4.59 1.41
C -2.34 3.52 1.11
C -2.39 2.85 -0.11
C -3.33 3.27 -1.05
C -4.32 4.14 -0.69
N -1.68 1.64 -0.13
C -2.25 0.46 0.33
C -1.57 -0.48 1.13
C -2.06 -1.70 1.47
C -3.47 -1.91 1.36
C -4.23 -0.95 0.69
C -3.62 0.16 0.07
H -5.01 5.55 0.76
H -3.02 5.10 2.37
H -1.51 3.40 1.82
H -3.32 2.78 -2.00
H -5.19 4.28 -1.30
H -0.56 -0.24 1.39
H -1.46 -2.45 1.81
H -3.97 -2.85 1.76
H -5.29 -1.17 0.58
H -4.18 0.74 -0.59
O 1.53 5.42 -0.88
C 1.20 4.68 0.01
O 0.20 3.85 0.01
H 1.77 4.66 0.93
C 2.98 2.41 -3.58
N 2.17 3.62 -3.58
C 2.96 4.89 -3.62
C 0.79 3.58 -3.47
N 0.20 2.56 -2.81
N -0.01 4.56 -4.05
C -0.98 5.31 -3.28
C 0.44 5.32 -5.20
H 3.97 2.79 -3.77
H 2.61 1.72 -4.34
H 3.02 1.91 -2.61
H 2.97 5.35 -2.63
H 2.56 5.52 -4.35
H 4.01 4.71 -3.86
H -0.80 2.60 -2.91
H -1.94 5.07 -3.70
H -0.83 6.38 -3.29
H -1.05 4.94 -2.26
H 1.27 4.95 -5.82
H 0.65 6.36 -4.92
H -0.44 5.30 -5.93